{
  "formula": "C55H50CdN7O3SSiTe",
  "method": "ωB97M-V/def2-TZVPD",
  "symbols": ["C", "C", "H", "C", "H", "C", "H", "C", "Si", "C", "N", "H", "C", "C", "C", "H", "H", "C", "C", "H", "C", "C", "C", "H", "H", "O", "C", "H", "C", "C", "H", "N", "C", "H", "C", "H", "C", "H", "N", "C", "H", "C", "H", "O", "H", "C", "C", "C", "C", "H", "C", "H", "H", "C", "C", "H", "H", "H", "C", "H", "C", "H", "H", "C", "S", "C", "C", "C", "C", "H", "C", "H", "H", "O", "H", "H", "H", "C", "H", "C", "C", "C", "C", "H", "H", "N", "H", "H", "C", "C", "H", "C", "C", "C", "H", "C", "H", "C", "Cd", "C", "H", "H", "N", "C", "C", "C", "H", "N", "H", "Te", "H", "H", "C", "C", "H", "H", "N", "H", "H"],
  "coordinates": [[22.779085, 7.979736, 14.680745], [19.333995, 11.434026, 9.735245], [23.776526, 11.550135, 13.256244], [23.449987, 11.745138, 18.921974], [18.119244, 7.023795, 12.299212], [12.463033, 10.982764, 17.762497], [23.339464, 5.717097, 12.180339], [11.612832, 9.518357, 13.985384], [21.448858, 10.497199, 14.796453], [14.777512, 9.925136, 11.344767], [16.775555, 12.787253, 14.005869], [12.353433, 8.093830, 15.431961], [21.423117, 11.950082, 8.649653], [22.993337, 12.282205, 13.140822], [18.263910, 11.485159, 20.791236], [12.836830, 13.263928, 14.726583], [15.488288, 7.484384, 17.743570], [15.449360, 8.538403, 17.344678], [22.350525, 9.104312, 13.946289], [19.777785, 12.846609, 14.032883], [12.265114, 8.198059, 14.353543], [16.181869, 9.840380, 11.354546], [9.758924, 10.598959, 12.940283], [12.581301, 12.859786, 16.689605], [19.018692, 6.705515, 13.839747], [17.151513, 12.065576, 14.985157], [14.240047, 9.273919, 17.899148], [11.327062, 11.246370, 19.541171], [10.416483, 11.834873, 13.173431], [15.943942, 13.786110, 14.365017], [12.397871, 10.264710, 21.924852], [17.550029, 11.012841, 19.777062], [20.744010, 11.821284, 7.439909], [15.329967, 8.486935, 16.259931], [14.123938, 11.150046, 11.125674], [22.406106, 7.583324, 10.903640], [23.126618, 13.357141, 12.253266], [13.009803, 8.618656, 21.578150], [18.735053, 11.854205, 21.811777], [12.773399, 9.740475, 19.775985], [13.278876, 8.114122, 14.020912], [18.019474, 6.681016, 13.353691], [11.573101, 14.046770, 13.724023], [19.161530, 9.733909, 11.686353], [14.379827, 13.219746, 10.580606], [19.454498, 11.445654, 7.363924], [12.291218, 13.213196, 13.805769], [20.725782, 13.061862, 13.617237], [18.697646, 11.308875, 8.511585], [11.739587, 7.368507, 13.870691], [22.311752, 10.824359, 16.455692], [21.280734, 11.950170, 6.491832], [21.765830, 9.687787, 11.954673], [17.046292, 7.583984, 14.015563], [20.727326, 11.762010, 9.824847], [8.194347, 11.236914, 11.610762], [9.919619, 8.471806, 13.235587], [25.286239, 11.392089, 17.942657], [23.072546, 6.624441, 12.723407], [20.140233, 14.870193, 12.747424], [22.526208, 7.674920, 11.956238], [22.475000, 12.252185, 8.640342], [7.689368, 10.938467, 13.303073], [8.335370, 10.579971, 12.483878], [18.616085, 11.120911, 11.425586], [14.830146, 12.275929, 10.729869], [22.101304, 14.295641, 12.073264], [13.528880, 10.265095, 17.206882], [16.878717, 11.028839, 11.078464], [23.530684, 6.034181, 14.813157], [10.396340, 9.439583, 13.300699], [14.142765, 9.050364, 11.640736], [11.417135, 8.943259, 21.221246], [15.920165, 7.599285, 13.546924], [22.193856, 15.083409, 11.370904], [20.458168, 11.513361, 17.444687], [9.968390, 12.756622, 12.803184], [22.170130, 8.865953, 12.580221], [16.334410, 9.102012, 17.550605], [21.522443, 11.368648, 17.487495], [12.267840, 10.733128, 14.216950], [12.368775, 9.425989, 21.199941], [17.965168, 10.858407, 18.559903], [16.741678, 8.962426, 11.550055], [24.334043, 10.584246, 15.768543], [18.127818, 10.583106, 17.442518], [17.631453, 5.629978, 13.320944], [23.862328, 12.096606, 19.891879], [20.939445, 14.185347, 12.853499], [23.702186, 10.807252, 16.660214], [13.033623, 13.329112, 13.027353], [21.707840, 12.053404, 13.774643], [16.232403, 12.173066, 10.723175], [13.870891, 9.103760, 19.261374], [24.069896, 13.454115, 11.741006], [23.165668, 6.763399, 14.102596], [8.012136, 9.537233, 12.274020], [11.811319, 12.164116, 17.062903], [18.865906, 9.970288, 15.258960], [24.256825, 11.347390, 17.862314], [14.372412, 8.406425, 19.832517], [21.171766, 11.953607, 10.786118], [17.614566, 8.254780, 15.031702], [15.370290, 13.971335, 15.653716], [11.671396, 11.898011, 13.745088], [12.113084, 10.713813, 19.049374], [13.066233, 11.202736, 11.341989], [14.873424, 14.190365, 16.694686], [22.801205, 8.070381, 15.756952], [14.116551, 10.577240, 15.170574], [16.799035, 13.062645, 10.557563], [17.629419, 11.116996, 8.449856], [15.546988, 14.753766, 13.417566], [22.091102, 11.774525, 18.701842], [19.022083, 11.386619, 6.358713], [11.319382, 12.715896, 17.878536], [15.148678, 15.586401, 12.737759], [10.994616, 11.953767, 16.354909], [21.466918, 12.227057, 19.451366]],
  "atomic_forces_ev_per_a": [[0.15, 0.40, -0.17], [0.76, 0.48, 0.88], [0.21, -0.04, 0.01], [0.51, 0.18, -0.03], [0.07, -0.18, 0.65], [0.33, 0.72, -1.12], [0.08, 0.04, 0.41], [0.73, -0.95, -0.48], [-1.17, 0.10, 0.66], [-0.14, -0.58, 0.69], [0.12, 0.39, 1.31], [-0.32, -0.29, 0.20], [0.22, 0.33, -0.01], [-2.48, 0.33, 0.03], [0.25, 0.26, 1.25], [0.38, 0.52, 0.52], [0.18, 1.14, -0.28], [-1.69, -0.86, 0.02], [-0.44, -1.73, -0.14], [-1.02, 0.18, 0.56], [-0.58, 0.06, -0.08], [-0.91, 1.56, -0.65], [0.03, 1.20, 0.44], [-0.36, -0.47, -0.23], [-0.51, -0.14, -0.40], [0.04, -0.13, -0.86], [-0.08, 0.62, 1.25], [-0.50, 0.39, 0.09], [-0.70, -1.19, -0.88], [0.22, -0.57, -0.29], [-0.06, -0.33, -0.58], [0.59, 0.41, 0.37], [2.25, -0.08, -0.76], [0.27, -0.27, 0.05], [0.21, -0.45, -0.04], [-0.11, -0.18, -0.67], [-0.05, -0.19, 0.54], [0.23, 0.40, 0.08], [-0.67, -0.61, -2.00], [0.21, 0.21, 1.34], [0.75, 0.22, -0.40], [1.55, -1.33, -0.91], [0.26, -0.40, 0.08], [-0.70, 0.73, 0.23], [-0.50, 0.79, -0.20], [-1.45, 0.30, -0.96], [0.45, 1.12, 0.22], [1.46, -1.52, 0.06], [-0.40, -0.31, 0.81], [-0.23, 0.00, 0.44], [-0.18, 0.49, 0.38], [-0.03, 0.08, 0.45], [0.15, -0.68, 0.39], [1.28, 0.55, 0.74], [-1.61, -0.07, -0.55], [-0.17, -0.34, 0.22], [-0.12, -0.06, -0.30], [2.05, 0.06, 0.22], [-0.48, 0.18, -0.72], [-0.61, 0.77, -0.15], [0.54, -0.07, 1.60], [-0.37, -0.14, 0.17], [0.14, 0.01, -0.33], [-0.45, -0.30, -0.14], [1.20, -0.84, -0.95], [1.38, -1.39, 0.61], [-0.18, -0.95, 1.43], [0.18, -0.74, -1.19], [-0.20, -1.50, 0.01], [0.04, -0.46, -0.43], [0.37, 0.34, 0.92], [0.89, 0.79, -0.29], [-1.14, 0.07, 0.03], [-1.68, 0.49, 0.19], [0.20, 0.69, -0.51], [-0.31, -0.25, -0.54], [-0.08, -0.14, 0.18], [0.16, 1.04, -0.92], [0.66, 0.05, 0.19], [0.90, -0.07, 0.87], [-0.67, -1.06, 0.01], [0.84, -0.31, 0.31], [-0.46, -0.19, 0.85], [0.13, -0.78, 0.40], [-0.23, -0.09, 1.05], [0.58, 0.01, -0.78], [0.26, 0.88, 0.17], [-0.19, -0.26, -0.88], [0.90, -0.50, -1.03], [0.11, 1.22, 0.21], [0.25, 0.09, -0.35], [1.59, 1.13, -0.92], [-1.18, 1.06, 0.02], [-0.80, 0.72, -2.68], [0.13, 0.16, -0.32], [-0.17, 1.07, 0.22], [0.15, 0.69, -0.16], [-0.27, 0.45, 1.14], [0.47, 0.76, 0.19], [-1.82, -1.25, -1.19], [1.14, -1.37, 1.19], [0.17, -0.18, 0.29], [-1.06, -0.41, -0.56], [-0.72, 0.29, 2.55], [-0.92, -0.29, -0.41], [-0.15, -0.65, 0.63], [-0.19, 0.00, -0.27], [0.97, -0.42, -2.18], [0.15, -0.06, 0.22], [0.93, 0.96, 0.29], [0.37, 0.56, -0.16], [0.15, -0.10, 0.14], [0.12, -0.58, 0.16], [-0.45, 0.23, -0.38], [-0.15, -0.17, 0.51], [0.01, 0.07, -0.22], [-0.25, 0.73, -0.82], [0.69, -0.17, -0.09], [-0.37, -0.14, 0.26]],
  "mulliken_spin": [0.00, 0.00, 0.00, 0.00, -0.01, 0.00, 0.00, 0.00, -0.01, 0.00, 0.00, 0.00, 0.00, 0.00, 0.00, 0.00, 0.01, 0.01, 0.00, 0.00, 0.00, 0.00, 0.00, 0.00, -0.02, -0.01, -0.02, 0.00, 0.00, 0.00, 0.00, 0.00, 0.00, 0.03, 0.00, 0.00, 0.00, 0.00, 0.00, 0.00, 0.00, 0.08, 0.00, 0.00, 0.00, 0.00, 0.00, 0.00, 0.00, 0.00, 0.00, 0.00, 0.00, -0.07, 0.00, 0.00, 0.00, 0.00, 0.00, 0.00, 0.00, 0.00, 0.00, 0.00, 0.00, 0.00, 0.00, 0.00, 0.00, 0.00, 0.00, 0.00, 0.00, -0.01, 0.00, 0.00, 0.00, 0.00, -0.03, 0.00, 0.01, 0.00, 0.00, 0.00, 0.00, 0.00, 0.01, 0.00, 0.00, 0.00, 0.00, 0.00, 0.00, 0.00, 0.00, 0.00, 0.00, 0.00, 0.02, 0.00, 0.00, 0.00, 0.99, 0.00, 0.00, 0.00, 0.00, 0.00, 0.00, 0.02, 0.00, 0.00, 0.00, 0.00, 0.00, 0.00, 0.00, 0.00, 0.00],
  "e_homo_ev": [-2.86, -2.85],
  "energy_ev": -104987.162,
  "charge": -2,
  "multiplicity": 2,
  "homo_lumo_gap_ev": [6.53, 6.53],
  "lumo_ha": [0.13508, 0.13507],
  "molar_mass_g_mol": 1157.22
}